[1]
Here is 11 unconnected molecules or ions with the total composition C24H51BBr20ClNO7P2 at a distorted geometry from the OMol25 dataset. Energies are from wB97M-V/def2-TZVPD.

Cartesian coordinates (Å):
C  -2.6914  2.5227  -0.5735
O  -2.3262  2.2763  -1.9358
B  -2.8318  1.1461  -2.4879
O  -4.1334  0.8300  -2.4431
C  -1.7791  0.1413  -3.1676
O  -1.9808  -1.0570  -3.1762
O  -0.5913  0.6042  -3.7689
C  0.5622  0.5427  -2.9680
Cl  0.2582  -0.0479  -1.2898
C  1.5213  -0.4008  -3.6824
P  3.1087  -0.9157  -2.9665
O  3.7571  -1.7831  -3.9459
O  4.0382  0.3201  -2.6070
O  2.8998  -1.6517  -1.5752
P  1.1387  2.3204  -2.8289
N  1.1325  3.1255  -4.1705
H  -1.8054  2.4854  0.0435
H  -3.3836  1.7865  -0.1957
H  -3.1167  3.5090  -0.5095
H  -4.2786  -0.1175  -2.4399
H  0.9676  -1.3164  -3.8125
H  1.7281  -0.0165  -4.6706
H  3.7700  0.6874  -1.7524
H  2.1200  -2.2154  -1.5603
H  2.3848  2.3130  -2.1796
H  0.2486  2.8903  -1.8980
H  0.8264  2.5613  -4.9525
Br  3.2250  0.8929  0.6121
C  2.3114  1.6947  2.1306
C  1.6048  2.9681  1.7644
Br  2.8423  4.4610  1.5785
H  3.0566  1.8319  2.9074
H  1.5903  0.9486  2.4459
H  0.9187  3.2555  2.5595
H  1.0637  2.8905  0.8271
Br  -1.8079  0.2856  2.5281
C  -1.5780  -0.5585  4.2785
C  -1.0624  0.4127  5.3002
Br  0.8326  0.7664  5.0473
H  -0.9159  -1.4035  4.1308
H  -2.5659  -0.9176  4.5569
H  -1.1495  -0.0018  6.3028
H  -1.5630  1.3732  5.2594
Br  -0.0206  4.2025  6.2742
C  1.5765  5.2982  6.4625
C  2.7417  4.7146  5.7087
Br  3.5085  3.1799  6.6289
H  1.7671  5.3948  7.5255
H  1.3120  6.2695  6.0519
H  3.5486  5.4391  5.6336
H  2.4684  4.3773  4.7147
Br  -0.1609  -1.4303  9.4743
C  1.6274  -2.0532  9.0233
C  2.0129  -1.6465  7.6284
Br  1.1184  -2.7398  6.2915
H  1.6300  -3.1281  9.1634
H  2.2900  -1.5900  9.7502
H  3.0769  -1.7968  7.4620
H  1.7546  -0.6162  7.4063
Br  -4.1317  1.1457  7.4316
C  -4.6665  2.9644  6.9892
C  -4.8064  3.1519  5.5037
Br  -3.0674  3.2781  4.6414
H  -3.9232  3.6232  7.4245
H  -5.6223  3.1158  7.4844
H  -5.3111  4.0890  5.2818
H  -5.3351  2.3354  5.0248
Br  -2.0934  -7.9316  3.9099
C  -0.4463  -6.9537  4.2514
C  -0.7128  -5.6134  4.8800
Br  -1.3803  -4.3331  3.5719
H  0.0730  -6.8736  3.3029
H  0.1284  -7.5806  4.9284
H  0.2086  -5.1893  5.2638
H  -1.4489  -5.6614  5.6745
Br  -0.4360  3.6567  -7.5725
C  1.0480  4.8593  -7.2098
C  2.2505  4.5243  -8.0500
Br  3.1719  2.9401  -7.3994
H  1.2447  4.7885  -6.1437
H  0.6826  5.8551  -7.4499
H  2.9818  5.3272  -7.9993
H  1.9939  4.3323  -9.0858
Br  -2.5681  -4.7729  -6.3234
C  -1.8464  -5.5466  -4.6915
C  -1.5045  -4.4867  -3.6810
Br  0.1352  -3.5562  -4.1458
H  -0.9874  -6.1425  -4.9789
H  -2.6277  -6.1970  -4.3064
H  -1.3172  -4.9326  -2.7067
H  -2.2731  -3.7266  -3.5907
Br  -2.1963  0.0807  -7.0029
C  -3.0116  0.5745  -8.6965
C  -4.2491  1.4064  -8.4978
Br  -5.7609  0.3255  -7.9200
H  -3.2063  -0.3483  -9.2312
H  -2.2528  1.1467  -9.2260
H  -4.5582  1.8586  -9.4368
H  -4.1134  2.1797  -7.7500
Br  2.8466  -4.6949  -1.0404
C  3.8328  -4.4437  -2.7054
C  4.4379  -5.7306  -3.1915
Br  6.0136  -6.2270  -2.1622
H  4.5716  -3.6730  -2.5170
H  3.1027  -4.0735  -3.4214
H  4.7831  -5.6195  -4.2160
H  3.7493  -6.5658  -3.1282

Atomic forces in eV per Å
0.04 0.40 -0.26
0.20 -0.45 0.35
0.80 0.66 -0.50
-0.30 -0.14 0.72
-0.21 -2.02 -0.78
-0.02 1.43 0.08
-0.94 0.22 0.76
0.85 0.18 0.03
-0.16 0.12 0.06
0.19 0.51 1.07
0.63 -0.72 -0.96
0.09 -0.05 -0.63
-0.59 0.01 0.39
-0.13 0.97 0.13
-0.43 0.91 -1.15
0.22 -0.47 0.35
0.42 0.00 0.08
-0.39 -0.19 0.02
-0.27 0.35 0.12
-0.18 -0.34 -0.48
-0.15 -0.29 -0.11
0.17 0.21 -0.33
0.25 0.32 0.06
-0.16 -0.33 0.20
-0.16 -0.22 0.31
0.18 -0.36 0.40
-0.07 0.14 -0.30
0.24 -0.04 0.27
-0.14 -0.05 -0.22
0.04 0.18 0.16
-0.03 -0.03 -0.06
0.03 0.03 0.01
-0.04 -0.01 -0.05
-0.02 -0.06 0.03
-0.02 -0.04 -0.03
0.15 -0.08 -0.02
-0.16 0.06 -0.07
0.17 -0.10 0.13
0.03 0.08 0.05
0.03 -0.03 0.00
-0.03 0.03 0.02
0.00 -0.07 -0.02
0.05 -0.15 0.06
0.02 0.14 0.09
-0.14 -0.04 -0.12
0.14 -0.04 0.14
-0.04 -0.02 -0.06
0.06 -0.02 0.03
0.02 0.01 -0.04
0.00 0.03 0.01
-0.03 0.03 -0.04
0.00 -0.06 -0.03
-0.10 0.16 0.11
0.09 -0.13 -0.09
-0.07 0.04 0.00
0.01 -0.04 -0.02
0.02 0.03 -0.02
0.02 -0.03 0.04
-0.01 0.03 0.00
0.06 0.04 0.00
-0.10 -0.18 0.08
0.11 0.16 -0.08
-0.26 0.21 -0.13
0.03 0.04 -0.02
-0.03 0.00 -0.02
0.00 0.03 0.04
-0.03 -0.05 0.03
0.04 0.03 -0.05
-0.14 -0.18 0.08
0.02 0.09 -0.17
-0.02 -0.02 0.06
0.03 0.04 -0.02
0.02 0.02 0.04
0.09 0.00 0.01
-0.02 -0.03 0.02
-0.03 -0.10 0.07
-0.09 0.10 -0.02
0.15 -0.07 0.12
-0.03 -0.02 -0.08
0.02 -0.07 0.04
0.01 0.01 -0.05
-0.02 0.03 0.03
-0.03 0.02 -0.04
0.07 -0.02 0.00
-0.19 0.05 -0.13
0.12 0.01 0.18
0.02 -0.32 -0.12
0.05 -0.01 0.02
-0.01 0.01 0.05
0.01 -0.05 -0.01
-0.01 0.04 -0.03
0.00 -0.08 0.04
0.21 0.09 0.13
-0.18 -0.09 -0.10
0.03 0.04 0.05
-0.06 -0.01 -0.02
-0.01 0.04 -0.01
0.02 -0.01 -0.03
0.05 0.02 0.03
-0.04 -0.27 0.09
-0.10 -0.14 -0.01
0.14 0.00 0.04
-0.04 -0.05 0.03
-0.06 -0.03 -0.04
0.09 -0.02 0.03
-0.01 0.07 -0.01
-0.04 -0.02 0.00

## Properties
Total energy: -1474169.311 eV
HOMO energy: -8.7 eV
SMILES: COB(O)C(=O)O[C@@](Cl)(CP(=O)(O)O)[PH2]=N.BrCCBr.BrCCBr.BrCCBr.BrCCBr.BrCCBr.BrCCBr.BrCCBr.BrCCBr.BrCCBr.BrCCBr


[2]
Here is a molecular structure, C24H51ClFN3NbO4S at a distorted geometry from the OMol25 dataset. Energies are from wB97M-V/def2-TZVPD.

Cartesian coordinates (Å):
C  1.1146  -1.3231  0.3395
C  0.0602  -1.6017  -0.7166
F  0.5057  -2.6043  -1.5560
C  -1.2992  -1.8949  -0.1189
Nb  -1.6923  -3.9722  0.7208
N  -2.4081  -4.5461  -1.1517
S  -0.6264  -3.4875  2.9358
Cl  -3.9224  -3.2445  1.5318
C  -2.0416  -6.1635  1.3697
C  -0.8648  -6.9933  0.9376
O  -0.9999  -8.4111  1.3206
C  0.1872  -8.9870  1.2420
O  0.7905  -9.3561  2.1550
H  1.5246  -2.2445  0.7271
H  1.8981  -0.7492  -0.1526
H  0.6819  -0.7817  1.1635
H  0.0278  -0.7124  -1.3431
H  -2.0728  -1.6685  -0.8495
H  -1.4380  -1.1709  0.6686
H  -0.0441  -4.4804  0.1675
H  -2.6756  -3.7751  -1.7497
H  -3.1732  -5.2037  -1.0568
H  -0.9402  -2.2377  3.3137
H  -2.9476  -6.4929  0.8669
H  -2.2189  -6.2334  2.4374
H  0.0091  -6.5815  1.4178
H  -0.7819  -6.8943  -0.1361
H  0.5834  -9.1430  0.2277
C  6.8247  0.5102  -2.2980
C  5.3120  0.7758  -2.0758
C  4.8110  1.8282  -3.0691
C  5.2663  3.2476  -2.7413
C  4.9142  3.6026  -1.2994
C  5.4416  2.5833  -0.2882
N  5.0657  1.1889  -0.6621
O  3.8339  0.9937  -0.3748
C  6.9718  2.7245  -0.1725
C  4.9084  2.9294  1.0991
C  4.6122  -0.5464  -2.3832
H  6.9834  -0.3823  -2.9020
H  7.3278  1.3288  -2.8153
H  7.3433  0.3313  -1.3568
H  3.7168  1.8119  -3.0912
H  5.1411  1.5586  -4.0749
H  6.3403  3.3608  -2.9149
H  4.7755  3.9515  -3.4176
H  5.3109  4.5911  -1.0556
H  3.8259  3.6778  -1.2096
H  7.3852  1.9485  0.4735
H  7.2265  3.6889  0.2685
H  7.4886  2.6819  -1.1290
H  3.8212  2.9792  1.1220
H  5.2845  3.9062  1.4041
H  5.2348  2.1953  1.8373
H  4.9144  -1.3250  -1.6809
H  4.8789  -0.8743  -3.3878
H  3.5271  -0.4630  -2.3533
C  -5.0514  3.8426  -0.5192
C  -5.3263  2.3387  -0.2529
C  -6.4687  2.1812  0.7547
C  -6.0724  2.5186  2.1881
C  -4.8281  1.7362  2.5999
C  -3.6610  1.9150  1.6285
N  -4.0808  1.6651  0.2140
O  -4.2034  0.4022  0.0255
C  -3.0807  3.3342  1.7817
C  -2.5200  0.9851  2.0390
C  -5.7857  1.7625  -1.5893
H  -5.5391  4.1774  -1.4348
H  -5.4166  4.4881  0.2808
H  -3.9884  4.0373  -0.6567
H  -6.8310  1.1487  0.7301
H  -7.3096  2.8086  0.4476
H  -5.9061  3.5943  2.3011
H  -6.8966  2.2681  2.8602
H  -4.5149  2.0453  3.5998
H  -5.0830  0.6744  2.6726
H  -2.3054  3.5188  1.0363
H  -2.6236  3.4456  2.7651
H  -3.8255  4.1245  1.7014
H  -2.8302  -0.0574  2.0841
H  -2.1602  1.2551  3.0322
H  -1.6791  1.0625  1.3474
H  -4.9931  1.8238  -2.3374
H  -6.6425  2.3294  -1.9555
H  -6.1006  0.7237  -1.5078

Atomic forces in eV per Å
0.26 -0.23 -0.79
-0.40 0.90 0.92
0.25 -0.58 -0.59
0.97 -0.79 -0.83
-1.69 0.18 -0.50
0.20 0.62 1.74
0.31 -0.14 -0.05
0.32 -0.04 0.05
0.81 -0.07 -0.67
-1.11 0.73 0.20
-0.58 0.56 -0.04
-1.33 0.49 -2.95
2.36 -1.65 3.63
0.06 -0.32 0.12
0.29 0.08 0.38
-0.05 0.38 0.29
-0.20 0.24 -0.36
-0.30 -0.12 -0.18
-0.22 0.08 0.51
-0.29 0.13 0.53
0.09 -0.14 -0.26
-0.03 -0.07 -0.27
-0.27 -0.08 -0.23
-0.27 -0.05 -0.19
0.08 0.16 0.28
0.54 -0.21 0.11
0.34 -0.33 -0.39
-0.12 0.28 -0.46
0.19 0.12 0.10
1.39 -0.88 -0.88
-0.22 0.46 0.08
-0.02 -0.03 0.03
-0.25 -0.06 -0.42
1.48 0.78 0.71
-1.32 1.02 -0.99
-0.48 -0.54 0.69
0.18 -0.10 -0.23
-0.46 -0.26 0.11
-0.48 -0.07 0.34
-0.17 0.02 -0.08
0.00 0.04 0.10
-0.05 0.03 0.02
0.00 -0.08 0.13
0.05 -0.15 0.05
0.01 -0.03 0.04
0.03 -0.01 -0.01
0.06 -0.05 0.14
0.00 -0.14 0.06
-0.04 -0.02 -0.01
-0.15 0.02 0.04
-0.03 -0.07 0.01
0.01 -0.14 -0.03
0.11 0.01 -0.11
-0.03 -0.02 -0.02
-0.01 0.02 0.02
0.14 0.11 -0.01
0.03 0.02 0.16
0.12 0.17 0.10
-0.34 1.64 -0.80
-0.06 -0.22 0.43
0.04 -0.01 0.00
-0.49 -0.14 -0.08
1.13 1.18 0.82
-1.33 -1.05 0.98
0.60 -0.60 -0.49
-0.19 0.28 -0.15
-0.08 -0.51 -0.31
0.15 -0.55 -0.11
-0.13 -0.13 0.02
0.09 -0.03 0.04
0.01 -0.06 0.04
0.14 -0.04 -0.06
0.07 0.03 -0.15
0.03 -0.01 -0.03
0.00 0.03 -0.01
0.15 0.00 -0.04
0.07 -0.02 -0.14
-0.01 -0.04 -0.02
-0.01 -0.15 0.02
0.01 -0.03 -0.07
-0.07 -0.03 -0.15
-0.10 0.17 0.01
-0.04 0.01 -0.04
0.02 -0.01 0.03
0.04 0.14 0.11
0.16 -0.02 0.06

## Properties
Multiplicity: 3
Total energy: -65997.983 eV
HOMO energy (alpha / beta): -4.8 / -4.8 eV
Total charge: -1


> Among the records above, which one has the lowest total energy?

C24H51BBr20ClNO7P2